{
  "formula": "C30H27O2P2SbSe4V",
  "method": "the ωB97M-V functional and the def2-TZVPD basis",
  "spin_multiplicity": 4,
  "charge": -2,
  "lumo_ha": [0.146, 0.146],
  "fmax_ha_per_bohr": 0.03687,
  "homo_lumo_gap_ev": [4.08, 5.58],
  "de_lowest_ev": 0.359,
  "species": ["Sb", "Se", "Se", "Se", "Se", "V", "P", "P", "O", "O", "C", "C", "C", "C", "C", "C", "C", "C", "C", "C", "C", "C", "C", "C", "C", "C", "C", "C", "C", "C", "C", "C", "C", "C", "C", "C", "C", "C", "C", "C", "H", "H", "H", "H", "H", "H", "H", "H", "H", "H", "H", "H", "H", "H", "H", "H", "H", "H", "H", "H", "H", "H", "H", "H", "H", "H", "H"],
  "positions_angstrom": [[2.0619, 4.5869, -1.5775], [-0.0052, 4.0729, -0.2354], [1.6170, 5.0508, -3.9189], [2.7460, 2.2052, -1.1802], [3.4854, 6.1505, -0.3919], [1.2051, 2.1651, 0.7593], [-1.4055, 0.5386, -0.4556], [0.5715, -1.3258, 0.6972], [-1.0141, 1.3323, 0.7566], [1.3324, -0.0514, 0.3514], [-0.7009, -1.5210, 3.1468], [1.0016, 3.2260, 2.8136], [3.1909, -3.1392, -1.8627], [2.3713, 1.4054, 2.7094], [0.0293, -2.9709, 4.9543], [-3.8019, 0.3364, -1.9430], [0.3699, -1.9696, 2.2776], [0.7753, 0.0594, -3.8562], [3.0644, 2.5037, 2.1648], [1.4434, -2.5986, -0.3006], [-5.2716, 1.6725, 0.0027], [-3.9122, 1.4695, 0.1845], [-0.8536, -2.0210, 4.4104], [-3.1760, 0.8024, -0.7903], [-5.8949, 1.2015, -1.1447], [1.0865, 1.8478, 3.1083], [1.6870, -4.8608, -1.0965], [0.2360, -0.1451, -2.5949], [1.0300, -3.9287, -0.3114], [1.1202, -3.3586, 4.1516], [2.5287, -2.2028, -1.0817], [-1.1321, -1.1826, -0.0161], [-5.1605, 0.5330, -2.1182], [1.3047, -2.8792, 2.8855], [2.7710, -4.4623, -1.8721], [-0.9932, 1.9145, -2.7968], [2.2183, 3.6293, 2.2162], [0.4473, 1.1983, -4.5745], [-0.6357, 0.7901, -2.0502], [-0.4481, 2.1230, -4.0509], [-1.2850, -1.8762, -0.8433], [-1.6764, -1.6472, 5.0132], [2.1727, -3.2059, 2.3220], [2.8186, -1.1592, -1.0756], [2.4680, 4.6195, 1.8660], [-0.6712, 3.0338, -4.5845], [0.2009, -4.2374, 0.3164], [-5.8378, 2.2060, 0.7559], [1.4822, -0.6561, -4.2581], [1.3616, -5.8938, -1.0993], [4.0569, 2.4927, 1.7466], [-6.9562, 1.3626, -1.2914], [1.8517, -4.0555, 4.5508], [-1.6680, 2.6523, -2.3855], [0.9143, 1.3887, -5.5323], [-3.3996, 1.8431, 1.0617], [-1.3778, -0.7453, 2.8024], [0.1468, 3.8633, 2.9733], [2.7228, 0.3865, 2.7577], [-0.0925, -3.3447, 5.9613], [0.3079, 1.2244, 3.5224], [-1.8319, -1.4325, 0.7848], [3.2896, -5.1884, -2.4874], [4.0313, -2.8248, -2.4690], [0.5448, -1.0226, -2.0436], [-3.2220, -0.1576, -2.7138], [-5.6412, 0.1768, -3.0207]],
  "lowdin_charge": [-0.25, 0.13, -0.27, 0.10, -0.28, 0.20, 0.73, 0.74, -0.43, -0.48, -0.15, -0.22, -0.08, -0.16, -0.16, -0.08, -0.34, -0.08, -0.20, -0.27, -0.09, -0.06, -0.16, -0.25, -0.10, -0.16, -0.10, -0.10, -0.09, -0.16, -0.07, -0.28, -0.09, -0.14, -0.11, -0.12, -0.24, -0.08, -0.31, -0.11, 0.07, 0.08, 0.09, 0.10, 0.04, 0.07, 0.11, 0.10, 0.10, 0.09, 0.10, 0.09, 0.08, 0.09, 0.10, 0.11, 0.08, 0.10, 0.10, 0.06, 0.10, 0.06, 0.09, 0.10, 0.07, 0.11, 0.10]
}



{
  "formula": "C29H23Cl3N5O6Os",
  "method": "the ωB97M-V functional and the def2-TZVPD basis",
  "spin_multiplicity": 1,
  "charge": 1,
  "lumo_ha": [-0.211, -0.210],
  "fmax_ha_per_bohr": 0.06009,
  "homo_lumo_gap_ev": [4.79, 4.81],
  "de_lowest_ev": 1.155,
  "species": ["Os", "Cl", "Cl", "Cl", "O", "O", "O", "O", "O", "O", "N", "N", "N", "N", "N", "C", "C", "C", "C", "C", "C", "C", "C", "C", "C", "C", "C", "C", "C", "C", "C", "C", "C", "C", "C", "C", "C", "C", "C", "C", "C", "C", "C", "C", "H", "H", "H", "H", "H", "H", "H", "H", "H", "H", "H", "H", "H", "H", "H", "H", "H", "H", "H", "H", "H", "H", "H"],
  "positions_angstrom": [[0.1929, 0.6997, 0.0898], [1.4894, 4.9694, -3.1417], [0.7642, -8.1229, -2.3344], [-1.0564, 5.3033, -1.7564], [1.6612, -3.7208, 1.4156], [1.3519, 3.0337, -0.1917], [-0.6012, -0.9684, 1.5440], [1.2870, -1.2186, 0.5068], [0.0391, 2.4628, -1.8554], [2.2267, 0.6636, -1.4509], [-0.5983, 3.2017, 2.1581], [-0.7840, -0.3337, -1.4233], [-1.3884, 1.7916, 0.3968], [1.0385, 1.4753, 1.8380], [-2.7700, 1.0141, -1.3937], [0.6293, 4.7898, -1.6092], [-0.7543, -2.2216, -2.9021], [-4.3240, 3.6132, -0.8244], [-3.0132, 4.9505, 1.3082], [-0.1575, -1.3842, -1.9902], [-4.0990, 5.5199, 0.6537], [1.3620, -4.6859, 0.5097], [-2.0550, -0.0608, -1.8131], [0.6670, -2.9611, 2.0394], [0.6675, 3.3091, -1.1984], [3.8486, -4.7844, 0.2249], [1.2876, 3.1524, 3.5313], [-1.4271, 2.8969, 1.2372], [-2.7089, -0.8769, -2.7509], [2.5177, 2.6513, 3.8888], [-4.7467, 4.8635, -0.3881], [-2.0707, -1.9704, -3.2850], [-2.5827, 3.7155, 0.8661], [-0.1067, -6.1853, -0.6771], [2.2744, -6.3354, -0.9864], [-2.4643, 1.8474, -0.4772], [3.0075, 1.5475, 3.1987], [2.4781, -5.2892, -0.1057], [0.9911, -6.7950, -1.2624], [0.0791, -5.1264, 0.1958], [0.5586, 2.5645, 2.4874], [2.2407, 0.9971, 2.1974], [0.4246, -1.6358, 1.3108], [-3.2283, 3.0601, -0.1923], [0.8553, 4.0141, 4.0148], [2.5971, 0.1391, 1.6418], [3.9139, -3.7137, 0.0283], [-5.5848, 5.3406, -0.8769], [-0.1858, -3.0415, -3.3150], [4.6085, -5.3015, -0.3553], [3.9725, 1.1210, 3.4245], [4.0545, -4.9275, 1.2865], [-0.2831, -3.4808, 2.1628], [1.1135, 5.4037, -0.8549], [3.1249, -6.8087, -1.4574], [0.8654, -1.5520, -1.6799], [-0.7918, -4.6651, 0.6395], [1.8209, 0.9262, -2.2899], [-4.4423, 6.5004, 0.9520], [-4.8129, 3.1010, -1.6402], [1.0535, -2.7069, 3.0299], [3.0963, 3.1143, 4.6750], [-2.5684, -2.6104, -3.9996], [-2.5127, 5.4538, 2.1224], [-1.1024, -6.5440, -0.8933], [2.7714, 1.4142, -1.1752], [-3.7118, -0.5932, -3.0285]],
  "lowdin_charge": [1.76, 0.64, 0.69, 0.68, -0.02, -0.04, 0.02, -0.08, -0.05, -0.04, 0.21, -0.04, -0.01, -0.05, 0.21, -0.99, -0.02, 0.01, 0.00, -0.11, -0.05, -0.22, -0.29, -0.06, -0.81, -0.02, 0.03, -0.25, 0.03, -0.02, -0.04, -0.02, -0.12, -0.11, -0.06, -0.25, -0.02, -0.19, -0.68, -0.01, -0.30, -0.11, -0.60, -0.11, 0.13, 0.11, 0.08, 0.12, 0.12, 0.08, 0.12, 0.09, 0.13, 0.07, 0.12, 0.10, 0.11, 0.08, 0.12, 0.12, 0.16, 0.12, 0.12, 0.12, 0.11, 0.08, 0.12]
}



{
  "formula": "C6H13LaO3",
  "method": "the ωB97M-V functional and the def2-TZVPD basis",
  "spin_multiplicity": 1,
  "charge": 2,
  "lumo_ha": -0.314,
  "fmax_ha_per_bohr": 0.04689,
  "homo_lumo_gap_ev": 7.58,
  "species": ["La", "O", "O", "O", "C", "C", "C", "C", "C", "C", "H", "H", "H", "H", "H", "H", "H", "H", "H", "H", "H", "H", "H"],
  "positions_angstrom": [[-0.0914, 1.7232, -1.1353], [-0.7402, -0.4429, -0.4167], [1.7396, 0.4606, -0.3429], [-0.1789, -2.4533, 0.3952], [1.5578, -0.7992, 0.2936], [-1.7095, 3.1260, 0.2705], [-1.5406, -2.5565, -0.0031], [0.3686, -1.4512, -0.3795], [-1.9798, -1.1005, -0.1127], [2.9597, 1.1249, -0.0235], [3.8008, 0.5673, -0.4561], [-1.5548, 2.9928, 1.3548], [-2.2996, -0.6602, 0.8390], [2.9095, 2.1258, -0.4642], [-2.0878, -3.1038, 0.7698], [-2.7687, 2.9351, 0.0273], [-1.5330, 4.1954, 0.0619], [3.0640, 1.2011, 1.0675], [0.6292, -1.8455, -1.3769], [-1.6151, -3.0543, -0.9822], [1.3477, -0.6477, 1.3626], [-2.7351, -0.9285, -0.8861], [2.4577, -1.4087, 0.1371]],
  "lowdin_charge": [2.25, -0.33, -0.46, 0.00, -0.08, -0.34, -0.09, -0.29, -0.09, -0.03, 0.13, -0.02, 0.15, 0.10, 0.16, -0.02, -0.02, 0.13, 0.19, 0.15, 0.17, 0.15, 0.17]
}